(1)
Entry from OMol25: a 9-piece molecular cluster, C12H43NO10 overall in a non-equilibrium geometry (wB97M-V/def2-TZVPD).

Atoms and positions in Å:
O 1.01 -2.53 0.63
H 0.10 -2.31 0.88
H 1.35 -1.63 0.37
O -2.73 2.45 -1.67
H -2.49 1.53 -1.82
H -3.60 2.66 -2.04
O -4.58 0.99 2.57
H -5.16 1.72 2.43
H -5.09 0.18 2.58
O -0.62 -0.08 0.05
H -0.67 -0.40 -0.87
H -1.13 -0.69 0.61
O -0.87 1.74 3.51
H 0.03 2.11 3.58
H -1.02 1.64 2.57
O 0.63 2.97 -0.55
H 0.09 2.20 -0.77
H 1.49 2.53 -0.84
C 5.77 2.54 2.00
O 5.01 1.61 1.25
C 3.71 1.59 1.64
C 2.92 0.64 0.83
N 2.78 1.02 -0.60
C 2.29 0.00 -1.49
C 2.12 0.45 -2.91
O 1.02 1.34 -2.96
C 0.79 2.04 -4.19
H 5.43 3.61 1.94
H 6.79 2.49 1.65
H 5.63 2.24 3.05
H 3.22 2.60 1.58
H 3.66 1.22 2.69
H 1.92 0.72 1.25
H 3.25 -0.39 0.94
H 3.64 1.43 -0.98
H 1.33 -0.32 -1.10
H 2.92 -0.90 -1.47
H 2.01 -0.35 -3.68
H 3.01 0.99 -3.28
H 1.35 2.98 -4.26
H -0.29 2.14 -4.12
H 1.04 1.44 -5.06
C -2.69 -2.74 -3.24
C -1.76 -2.00 -2.31
C -0.37 -2.44 -2.64
O -2.04 -0.55 -2.51
H -2.44 -2.39 -4.24
H -3.72 -2.44 -3.00
H -2.66 -3.81 -3.19
H -1.86 -2.33 -1.26
H -0.19 -2.17 -3.67
H -0.28 -3.51 -2.54
H 0.36 -2.00 -1.95
H -1.20 -0.05 -2.42
C -2.63 -1.38 4.41
C -1.97 -1.85 3.20
C -2.98 -2.22 2.16
O -1.20 -0.78 2.65
H -1.98 -1.14 5.22
H -3.29 -2.19 4.82
H -3.21 -0.49 4.21
H -1.42 -2.75 3.40
H -3.48 -1.32 1.87
H -3.63 -2.98 2.56
H -2.46 -2.61 1.27
H -0.95 -0.10 3.30

Its total charge is 0. As for the gap between HOMO and LUMO: 9.5665 eV.

=====

(2)
Entry from OMol25: C12H44F2HgNO14S2 as an isolated structure in a non-equilibrium geometry (wB97M-V/def2-TZVPD).

Atoms and positions in Å:
Hg 7.34 -1.00 -18.14
N 5.16 -1.20 -18.62
S 3.83 -2.01 -18.63
O 3.09 -2.16 -19.84
O 3.12 -2.16 -17.38
F 4.66 -3.42 -18.57
S 4.31 0.22 -18.74
O 3.42 0.66 -17.66
O 3.96 0.65 -20.05
F 5.57 1.12 -18.35
C 1.73 -5.18 -17.28
O 1.58 -6.11 -18.30
H 2.73 -4.73 -17.20
H 0.95 -4.42 -17.21
H 1.63 -5.69 -16.32
H 1.93 -5.62 -19.06
C 3.99 -4.13 -22.38
O 4.68 -5.07 -23.20
H 3.41 -4.62 -21.59
H 4.70 -3.47 -21.87
H 3.28 -3.52 -22.95
H 5.40 -5.44 -22.68
O 7.80 0.38 -19.98
H 8.06 1.26 -20.34
H 7.37 -0.07 -20.72
O 7.45 -2.70 -19.77
H 7.41 -2.30 -20.64
H 7.05 -3.58 -19.88
O 1.07 -4.14 -20.32
H 1.72 -3.44 -20.43
H 0.22 -3.68 -20.30
C 3.68 1.60 -23.98
C 3.77 0.06 -23.99
O 4.61 -0.30 -22.88
H 4.68 2.02 -23.93
H 3.06 1.95 -23.16
H 3.36 2.03 -24.94
H 4.44 -0.18 -24.81
H 2.79 -0.40 -23.82
H 4.09 -0.42 -22.08
C 0.06 -1.60 -22.39
C 0.05 -0.74 -21.12
O -0.78 -1.40 -20.16
H 0.26 -0.96 -23.25
H -0.87 -2.09 -22.67
H 0.78 -2.41 -22.33
H -0.39 0.22 -21.40
H 1.04 -0.68 -20.67
H -0.44 -1.16 -19.28
C -0.61 -0.59 -15.78
C 0.11 0.11 -16.92
O 0.55 -0.90 -17.86
H -0.04 -1.42 -15.35
H -1.52 -1.02 -16.21
H -0.94 0.02 -14.93
H 1.01 0.63 -16.60
H -0.61 0.75 -17.43
H 1.37 -1.19 -17.44
C 6.09 3.16 -21.35
C 7.40 3.55 -20.70
O 8.44 2.75 -21.30
H 6.13 3.54 -22.37
H 5.29 3.60 -20.74
H 5.91 2.09 -21.35
H 7.31 3.23 -19.65
H 7.58 4.62 -20.76
H 9.22 2.97 -20.78
C 4.21 4.73 -18.26
C 2.90 4.06 -17.99
O 2.92 3.39 -16.73
H 4.49 5.51 -17.55
H 4.12 5.22 -19.23
H 5.02 4.00 -18.27
H 2.70 3.30 -18.76
H 2.04 4.73 -18.05
H 3.40 2.57 -16.90

Its total charge is +1. As for the gap between HOMO and LUMO: 2.3321 eV.

=====

(3)
Entry from OMol25: a 9-piece molecular cluster, C12H45N3O9 overall in a non-equilibrium geometry (wB97M-V/def2-TZVPD).

Atoms and positions in Å:
O 3.24 -1.56 -2.71
H 2.52 -0.96 -2.53
H 4.01 -1.11 -2.36
O 0.27 -2.63 1.11
H 1.13 -2.34 1.41
H -0.20 -2.86 1.91
O 0.62 -4.31 -3.02
H 1.55 -4.17 -3.21
H 0.59 -4.50 -2.09
O -0.45 -0.64 -4.16
H -0.25 -0.25 -3.31
H -0.66 0.11 -4.72
O 0.46 -4.97 -0.39
H -0.43 -5.19 -0.09
H 0.69 -4.18 0.09
O 0.76 -1.06 -1.29
H 0.66 -1.20 -0.34
H 0.52 -1.90 -1.68
C -2.47 -0.03 0.27
C -3.85 -0.72 0.04
C -4.19 -1.26 -1.39
O -5.59 -1.43 -1.40
C -6.10 -2.22 -2.51
N -4.26 -1.72 1.08
H -2.40 0.56 1.19
H -2.11 0.54 -0.58
H -1.70 -0.80 0.38
H -4.65 0.03 0.06
H -3.65 -2.20 -1.50
H -3.91 -0.52 -2.14
H -5.86 -1.70 -3.43
H -7.18 -2.29 -2.44
H -5.74 -3.25 -2.61
H -3.94 -2.59 0.68
H -5.24 -1.84 0.85
C 0.97 2.39 -1.57
C 0.44 3.84 -1.46
C 1.49 4.91 -1.65
O 2.47 4.87 -0.63
C 2.07 5.28 0.67
N -0.66 4.05 -2.35
H 1.67 2.10 -0.80
H 1.38 2.24 -2.57
H 0.21 1.60 -1.50
H 0.13 3.87 -0.42
H 0.98 5.87 -1.66
H 1.77 4.63 -2.67
H 1.07 4.95 0.95
H 2.13 6.37 0.64
H 2.76 4.99 1.46
H -1.06 4.98 -2.35
H -1.28 3.32 -2.03
C 3.13 -2.54 3.97
C 2.16 -1.46 3.26
C 2.36 -0.03 3.89
O 1.59 0.98 3.15
C 1.79 2.34 3.56
N 2.55 -1.20 1.85
H 3.16 -2.29 5.03
H 4.12 -2.48 3.52
H 2.82 -3.58 3.96
H 1.11 -1.68 3.46
H 3.42 0.24 3.96
H 2.10 -0.36 4.90
H 1.51 2.94 2.69
H 2.85 2.54 3.70
H 1.21 2.65 4.43
H 3.43 -0.71 1.82
H 1.92 -0.44 1.64

Its total charge is 0. As for the gap between HOMO and LUMO: 9.5950 eV.

=====

(4)
Entry from OMol25: a 11-piece molecular cluster, C12H46N12O11 overall in a non-equilibrium geometry (wB97M-V/def2-TZVPD).

Atoms and positions in Å:
C 4.22 2.91 -0.86
C 5.13 1.88 -1.24
O 5.93 2.34 -2.24
H 3.95 3.69 -1.64
H 4.66 3.46 -0.05
H 3.31 2.38 -0.46
H 4.64 1.07 -1.68
H 5.74 1.51 -0.43
H 6.44 3.03 -1.78
C -0.64 1.17 0.63
O -0.68 0.76 2.00
N 0.33 1.95 0.19
N -1.37 0.67 -0.32
H 0.94 2.34 0.92
H 0.50 2.29 -0.78
H -1.96 -0.12 -0.05
H -1.41 1.17 -1.33
C -0.64 2.74 -2.64
O -1.49 3.76 -2.23
N -1.13 1.58 -2.95
N 0.66 2.82 -2.65
H -2.13 1.46 -2.91
H -0.69 0.83 -3.46
H 1.18 3.75 -2.57
H 1.27 2.10 -3.06
C -4.38 1.17 -3.36
O -4.80 2.16 -4.18
N -4.33 -0.10 -3.75
N -3.80 1.37 -2.21
H -4.16 -0.78 -2.96
H -4.86 -0.33 -4.64
H -3.62 2.24 -1.67
H -3.63 0.58 -1.60
C -0.36 -2.04 -1.98
O -1.49 -1.77 -2.70
N 0.18 -1.26 -1.14
N 0.23 -3.17 -2.18
H -0.33 -0.41 -0.96
H 1.19 -1.25 -0.90
H -0.09 -3.79 -2.90
H 1.21 -3.28 -1.81
C 0.29 -3.66 1.32
O 0.56 -4.24 2.57
N -0.18 -4.31 0.34
N 0.39 -2.36 1.15
H -0.30 -5.34 0.49
H -0.23 -3.93 -0.60
H 0.54 -1.74 2.00
H 0.26 -1.95 0.15
C 1.68 -0.58 4.26
O 2.21 0.64 3.91
N 2.17 -1.41 5.19
N 0.55 -0.96 3.82
H 3.00 -1.09 5.64
H 1.50 -2.12 5.58
H 0.02 -0.26 3.28
H 0.00 -1.76 4.13
C -5.14 -1.68 -1.20
O -3.83 -1.15 -1.18
H -5.35 -2.21 -2.11
H -5.95 -0.97 -1.17
H -5.23 -2.44 -0.44
H -3.28 -1.42 -0.39
C 1.01 3.69 3.36
O 1.68 2.82 2.41
H 1.58 4.60 3.42
H 1.06 3.07 4.24
H -0.08 3.87 3.01
H 2.21 2.17 2.90
C -2.67 -1.78 2.21
O -2.15 -1.67 0.91
H -3.59 -1.22 2.40
H -1.89 -1.36 2.86
H -2.90 -2.83 2.41
H -1.30 -2.18 0.88
C 3.06 -0.78 0.78
O 3.24 -1.17 -0.55
H 2.91 -1.68 1.46
H 2.28 -0.02 0.83
H 3.96 -0.29 1.01
H 4.19 -1.19 -0.77

Its total charge is 0. As for the gap between HOMO and LUMO: 8.5041 eV.

=====

(5)
Entry from OMol25: a 11-piece molecular cluster, C12H46N12O11 overall in a non-equilibrium geometry (wB97M-V/def2-TZVPD).

Atoms and positions in Å:
C -2.83 0.41 -0.96
C -1.90 -0.59 -1.58
O -0.64 -0.19 -1.10
H -2.60 0.56 0.08
H -3.84 -0.03 -1.03
H -2.77 1.42 -1.43
H -1.90 -0.60 -2.61
H -2.14 -1.57 -1.19
H -0.52 -0.29 -0.11
C -0.39 3.40 -2.11
O -1.11 3.85 -1.05
N -0.24 2.16 -2.48
N 0.31 4.18 -2.85
H -0.59 1.35 -1.86
H 0.08 2.02 -3.44
H 0.24 5.24 -2.84
H 0.68 3.86 -3.80
C 3.41 0.59 -2.71
O 4.25 -0.47 -2.92
N 3.97 1.79 -2.70
N 2.16 0.51 -2.40
H 5.02 1.87 -2.81
H 3.52 2.62 -2.28
H 1.75 -0.45 -2.57
H 1.54 1.34 -2.30
C 0.27 0.19 2.64
O 0.03 0.06 1.30
N 1.15 -0.51 3.26
N -0.35 1.04 3.42
H 1.63 -1.26 2.76
H 1.17 -0.71 4.31
H -0.89 1.81 3.00
H -0.20 0.92 4.39
C 3.32 -1.31 0.56
O 3.49 -1.65 1.93
N 3.98 -2.00 -0.35
N 2.42 -0.55 0.13
H 4.81 -2.52 0.00
H 4.05 -1.59 -1.28
H 1.89 -0.12 0.87
H 2.43 -0.09 -0.75
C -3.85 -0.14 3.51
O -5.16 0.22 3.04
N -2.84 0.44 2.92
N -3.67 -1.01 4.39
H -3.05 1.13 2.26
H -1.80 0.48 3.16
H -4.40 -1.65 4.72
H -2.70 -1.38 4.63
C 0.81 -3.65 -0.60
O -0.16 -4.57 -1.07
N 0.54 -2.66 0.20
N 2.02 -3.73 -0.97
H -0.40 -2.41 0.56
H 1.21 -1.83 0.19
H 2.13 -4.54 -1.60
H 2.86 -3.11 -0.73
C -2.92 3.15 1.57
O -1.60 2.90 1.44
H -3.61 2.57 0.93
H -3.12 4.21 1.25
H -3.26 3.05 2.60
H -1.31 3.27 0.58
C 1.62 2.67 0.42
O 3.06 2.80 0.39
H 1.12 3.63 0.16
H 1.15 2.53 1.35
H 1.31 1.94 -0.33
H 3.41 2.25 1.07
C 0.36 -2.59 -3.70
O 1.27 -1.93 -2.90
H 0.70 -3.56 -3.98
H 0.25 -2.03 -4.67
H -0.61 -2.66 -3.23
H 1.61 -2.60 -2.31
C -2.78 -2.97 1.46
O -1.87 -1.85 1.46
H -3.73 -2.66 0.96
H -2.93 -3.27 2.51
H -2.24 -3.85 0.99
H -2.09 -1.28 2.17

Its total charge is 0. As for the gap between HOMO and LUMO: 8.1177 eV.

=====

(6)
Entry from OMol25: a 11-piece molecular cluster, C12H47BF4N3O10 overall in a non-equilibrium geometry (wB97M-V/def2-TZVPD).

Atoms and positions in Å:
B 2.99 19.12 -4.93
F 1.69 18.74 -5.30
F 3.85 19.04 -6.03
F 2.93 20.47 -4.49
F 3.43 18.31 -3.88
C 4.40 20.29 -12.54
C 3.09 19.59 -12.79
C 2.80 18.60 -11.65
O 2.93 19.28 -10.42
C 3.65 18.61 -9.40
N 2.04 20.62 -12.88
H 4.45 20.83 -11.60
H 4.63 21.00 -13.34
H 5.25 19.59 -12.52
H 3.14 19.04 -13.73
H 3.53 17.79 -11.71
H 1.78 18.21 -11.73
H 3.65 17.53 -9.59
H 3.16 18.79 -8.45
H 4.68 18.98 -9.36
H 2.03 21.11 -11.99
H 1.14 20.17 -13.01
C 8.46 13.41 -6.97
C 7.14 13.68 -7.74
C 6.89 15.16 -7.98
O 7.24 15.96 -6.88
C 6.14 16.42 -6.13
N 7.10 12.97 -9.02
H 8.49 12.35 -6.75
H 8.45 13.98 -6.04
H 9.32 13.77 -7.54
H 6.39 13.27 -7.05
H 5.82 15.30 -8.21
H 7.42 15.46 -8.89
H 5.67 15.58 -5.60
H 5.39 16.97 -6.70
H 6.50 17.14 -5.39
H 7.98 13.10 -9.52
H 7.09 11.97 -8.84
C -1.39 23.30 -3.47
C -0.19 22.39 -3.25
C -0.57 21.08 -2.61
O -1.23 21.20 -1.36
C -0.43 21.74 -0.35
N 0.53 22.15 -4.52
H -1.05 24.30 -3.73
H -1.96 23.43 -2.54
H -2.09 22.91 -4.21
H 0.47 22.91 -2.54
H 0.33 20.46 -2.43
H -1.21 20.52 -3.29
H 0.50 21.19 -0.19
H -1.01 21.74 0.58
H -0.19 22.80 -0.51
H 1.22 21.42 -4.28
H 1.18 22.92 -4.67
O 2.89 21.24 -1.84
H 2.84 20.88 -2.73
H 3.75 20.92 -1.53
O 0.90 16.21 -3.93
H 0.21 16.30 -3.26
H 1.14 17.12 -4.15
O 5.34 21.34 -6.31
H 6.16 20.85 -6.15
H 4.64 20.73 -6.04
O 5.27 19.51 -2.08
H 4.83 19.12 -2.86
H 5.87 20.16 -2.45
O 0.74 21.27 -7.25
H 1.03 20.40 -6.93
H 0.44 21.72 -6.44
O -1.65 18.30 -6.63
H -1.11 18.98 -6.21
H -1.11 17.50 -6.59
O -0.01 15.71 -6.53
H 0.37 14.87 -6.80
H 0.55 16.00 -5.79

Its total charge is -1. As for the gap between HOMO and LUMO: 9.4499 eV.